1.
{
  "formula": "C25H18MnN4O8S2",
  "method": "the ωB97M-V functional and the def2-TZVPD basis",
  "elements": ["Mn", "O", "C", "O", "C", "C", "C", "C", "C", "N", "C", "O", "O", "H", "H", "H", "H", "H", "O", "C", "C", "C", "C", "C", "C", "C", "O", "N", "N", "C", "S", "C", "C", "S", "H", "H", "H", "H", "H", "H", "H", "H", "H", "O", "C", "N", "C", "O", "C", "C", "C", "C", "C", "C", "H", "H", "H", "H"],
  "positions_angstrom": [[0.0980, -0.8383, -0.9211], [2.3461, 0.0525, -4.1484], [1.4034, -0.4060, -3.3485], [1.6618, -1.0587, -2.3107], [-0.0016, -0.1790, -3.6470], [-0.7217, 0.0083, -4.8260], [-2.1040, -0.0945, -4.7621], [-2.7498, -0.4867, -3.5826], [-1.9624, -0.6317, -2.4527], [-0.6749, -0.3761, -2.5032], [-2.1656, -1.2877, -1.0787], [-3.4315, -1.8192, -0.8964], [-1.1821, -2.1781, -0.9288], [3.2291, -0.1993, -3.8313], [-0.2043, 0.1888, -5.7537], [-2.6871, 0.0680, -5.6554], [-3.8114, -0.6589, -3.5437], [-3.3444, -2.7360, -0.5988], [4.3549, 0.5749, 1.7867], [4.1104, 1.5850, 0.9546], [5.0690, 2.6014, 0.8640], [4.8965, 3.6605, 0.0032], [3.7442, 3.7607, -0.7746], [2.7810, 2.7864, -0.6883], [2.9436, 1.6785, 0.1596], [1.9257, 0.6397, 0.1308], [0.8765, 0.7733, -0.5966], [2.0736, -0.4645, 0.8457], [1.1009, -1.3661, 0.5810], [1.1706, -2.4478, 1.3293], [0.1277, -3.7966, 1.1338], [0.5613, -4.5006, 2.7805], [2.0258, -4.2428, 3.0322], [2.3809, -2.5086, 2.5728], [3.6332, -0.0814, 1.7488], [5.9520, 2.5171, 1.4779], [5.6652, 4.4131, -0.0822], [3.6132, 4.5949, -1.4452], [1.8825, 2.8441, -1.2836], [0.3312, -5.5634, 2.7601], [-0.0709, -4.0010, 3.5151], [2.6684, -4.8805, 2.4259], [2.2863, -4.3628, 4.0816], [-1.5392, -1.4929, 1.7938], [-2.0711, -0.5234, 1.3158], [-1.9641, -0.1666, -0.0639], [-2.6943, 1.0425, -0.2933], [-2.8206, 1.5418, -1.3794], [-3.2232, 1.4746, 1.0105], [-3.9906, 2.5713, 1.3530], [-4.4235, 2.6692, 2.6726], [-4.0944, 1.7041, 3.6138], [-3.3041, 0.6094, 3.2774], [-2.8759, 0.5125, 1.9675], [-4.2517, 3.3157, 0.6177], [-5.0345, 3.5086, 2.9676], [-4.4650, 1.8016, 4.6225], [-3.0493, -0.1493, 4.0003]],
  "lowdin_spin": [3.645, 0.009, 0.013, 0.059, 0.011, -0.001, 0.015, -0.004, 0.020, -0.010, 0.014, 0.000, 0.047, 0.000, 0.000, 0.001, 0.000, 0.000, 0.000, -0.001, 0.000, -0.001, 0.000, 0.000, 0.000, 0.005, 0.042, 0.004, -0.018, 0.034, 0.021, 0.002, 0.002, 0.020, 0.000, 0.000, 0.000, 0.000, 0.000, 0.000, 0.000, 0.001, 0.000, 0.003, 0.005, 0.042, 0.005, 0.007, 0.002, 0.001, 0.001, 0.001, 0.001, 0.002, 0.000, 0.000, 0.000, 0.000],
  "relative_energy_kcal_mol": 51.2,
  "total_charge": 1,
  "spin_multiplicity": 5,
  "homo_lumo_gap_ha": [0.235, 0.223]
}

***

2.
{
  "formula": "C22H44Cl22",
  "method": "the ωB97M-V functional and the def2-TZVPD basis",
  "elements": ["Cl", "C", "C", "Cl", "H", "H", "H", "H", "Cl", "C", "C", "Cl", "H", "H", "H", "H", "Cl", "C", "C", "Cl", "H", "H", "H", "H", "Cl", "C", "C", "Cl", "H", "H", "H", "H", "Cl", "C", "C", "Cl", "H", "H", "H", "H", "Cl", "C", "C", "Cl", "H", "H", "H", "H", "Cl", "C", "C", "Cl", "H", "H", "H", "H", "Cl", "C", "C", "Cl", "H", "H", "H", "H", "Cl", "C", "C", "Cl", "H", "H", "H", "H", "Cl", "C", "C", "Cl", "H", "H", "H", "H", "Cl", "C", "C", "Cl", "H", "H", "H", "H"],
  "positions_angstrom": [[-6.3831, -17.5699, 3.2749], [-7.7826, -17.0442, 2.4033], [-8.2267, -18.0674, 1.3765], [-7.1060, -18.4430, 0.0236], [-7.4962, -16.1594, 1.8255], [-8.5550, -16.8401, 3.1198], [-9.0983, -17.8059, 0.8631], [-8.3935, -19.0808, 1.7702], [-9.9529, -22.0221, -8.1007], [-10.6695, -22.6554, -6.6537], [-11.5524, -23.7724, -7.0351], [-12.4591, -24.3469, -5.6719], [-11.1432, -21.8396, -6.1194], [-9.8881, -23.0789, -6.0140], [-10.9179, -24.6434, -7.3851], [-12.3683, -23.5083, -7.7894], [-16.1737, -18.2078, 1.4244], [-15.2563, -19.8013, 1.2794], [-13.8196, -19.6137, 0.8066], [-13.5286, -18.9876, -0.8660], [-15.8974, -20.2920, 0.4808], [-15.3044, -20.1706, 2.3308], [-13.2161, -20.5022, 0.9993], [-13.3834, -18.8654, 1.4644], [-2.0921, -19.8579, -4.4247], [-2.7425, -19.8422, -6.0878], [-3.7561, -20.9531, -6.1848], [-3.0048, -22.5424, -6.2391], [-1.8616, -19.9542, -6.7496], [-3.1577, -18.8918, -6.1764], [-4.4642, -20.9363, -7.0134], [-4.3861, -20.8441, -5.2611], [-10.1143, -16.9673, -1.5537], [-9.4226, -15.6599, -2.5259], [-8.0634, -15.2620, -1.9586], [-8.1694, -14.6550, -0.2789], [-10.0280, -14.7293, -2.4150], [-9.2866, -16.0537, -3.5937], [-7.7017, -14.3966, -2.5574], [-7.3708, -16.1081, -2.0184], [-11.9395, -16.5248, 2.7973], [-13.1332, -16.3942, 1.4243], [-13.7145, -15.0173, 1.1600], [-12.5931, -13.8427, 0.3606], [-14.0592, -16.9079, 1.6339], [-12.6596, -16.8685, 0.5794], [-13.9845, -14.6618, 2.1130], [-14.6041, -15.0822, 0.5477], [-13.9843, -23.2811, -0.6077], [-12.5342, -22.9138, -1.6019], [-11.7867, -24.2108, -1.9208], [-10.0880, -23.8564, -2.4158], [-11.9327, -22.3206, -0.9086], [-12.9205, -22.3499, -2.4101], [-12.2620, -24.8434, -2.6762], [-11.7294, -24.8634, -1.0035], [-12.3575, -19.2221, -6.7438], [-10.8683, -18.2245, -6.8962], [-10.6859, -17.2962, -5.7166], [-11.9400, -16.0120, -5.6704], [-11.0928, -17.6983, -7.8363], [-9.9753, -18.8392, -6.9169], [-9.7090, -16.7634, -5.8832], [-10.7566, -17.7417, -4.7409], [-7.9095, -25.5882, -4.9069], [-6.9581, -25.8493, -6.4162], [-5.7932, -24.8624, -6.4989], [-6.3159, -23.3076, -7.0863], [-7.6654, -25.8024, -7.2818], [-6.5828, -26.9311, -6.2673], [-5.0548, -25.2257, -7.1812], [-5.2947, -24.7147, -5.5538], [-10.3613, -20.2016, -3.7047], [-8.9211, -20.4997, -2.7608], [-7.8687, -21.2871, -3.5796], [-7.0795, -20.1738, -4.8002], [-9.1806, -21.1309, -1.9305], [-8.6324, -19.5436, -2.2832], [-8.3969, -22.0943, -4.1428], [-7.0945, -21.7607, -3.0095], [-11.0040, -24.1907, 1.6603], [-9.6195, -23.1750, 2.1922], [-9.1452, -22.2253, 1.0946], [-10.2915, -20.8989, 0.7782], [-8.7814, -23.8577, 2.4604], [-10.1219, -22.7295, 3.0462], [-9.0715, -22.7817, 0.1816], [-8.1685, -21.7885, 1.2859]],
  "lowdin_charge": [0.589, -0.689, -0.668, 0.538, 0.016, 0.060, -0.018, 0.024, 0.596, -0.749, -0.736, 0.597, 0.014, 0.053, 0.090, 0.094, 0.513, -0.552, -0.650, 0.554, 0.081, 0.086, 0.037, 0.020, 0.539, -0.634, -0.729, 0.564, 0.078, 0.041, 0.048, 0.028, 0.573, -0.643, -0.655, 0.577, 0.083, 0.080, 0.082, 0.053, 0.524, -0.663, -0.614, 0.513, -0.018, 0.007, 0.049, 0.074, 0.538, -0.639, -0.630, 0.565, 0.000, 0.049, 0.049, 0.042, 0.531, -0.632, -0.684, 0.529, 0.069, 0.060, 0.088, -0.010, 0.502, -0.631, -0.704, 0.581, 0.076, 0.095, 0.059, 0.052, 0.614, -0.692, -0.584, 0.516, -0.002, 0.027, 0.037, 0.066, 0.561, -0.602, -0.614, 0.616, 0.091, 0.052, 0.023, 0.077],
  "relative_energy_kcal_mol": 41.5,
  "smiles": "ClCCCl.ClCCCl.ClCCCl.ClCCCl.ClCCCl.ClCCCl.ClCCCl.ClCCCl.ClCCCl.ClCCCl.ClCCCl",
  "homo_lumo_gap_ha": 0.400
}

***

3.
{
  "formula": "C45H42BF4O27",
  "method": "the ωB97M-V functional and the def2-TZVPD basis",
  "elements": ["B", "F", "F", "F", "F", "C", "C", "C", "O", "C", "C", "C", "O", "O", "O", "H", "H", "H", "H", "C", "C", "C", "O", "C", "C", "C", "O", "O", "O", "H", "H", "H", "H", "C", "C", "C", "O", "C", "C", "C", "O", "O", "O", "H", "H", "H", "H", "C", "C", "C", "O", "C", "C", "C", "O", "O", "O", "H", "H", "H", "H", "C", "C", "C", "O", "C", "C", "C", "O", "O", "O", "H", "H", "H", "H", "C", "C", "C", "O", "C", "C", "C", "O", "O", "O", "H", "H", "H", "H", "C", "C", "O", "C", "H", "H", "H", "H", "H", "H", "C", "C", "O", "C", "H", "H", "H", "H", "H", "H", "C", "C", "O", "C", "H", "H", "H", "H", "H", "H"],
  "positions_angstrom": [[-0.1669, 0.2590, -0.7731], [0.3861, 0.6430, -1.9473], [-0.5397, 1.3853, -0.0163], [-1.1956, -0.5077, -1.0469], [0.8093, -0.4787, -0.0833], [-5.6040, -2.1679, -4.9255], [-5.4524, -3.0581, -6.1834], [-4.2499, -3.7814, -6.4804], [-4.0385, -4.4888, -7.4087], [-3.0697, -3.4374, -5.5214], [-3.2790, -2.4943, -4.3746], [-4.5581, -1.8368, -4.0800], [-4.6927, -1.1194, -3.1218], [-2.2334, -2.2472, -3.5026], [-6.4204, -3.3037, -7.0901], [-6.6331, -1.6101, -4.9329], [-2.1853, -4.2429, -5.5353], [-2.7667, -1.7830, -2.8191], [-5.9973, -4.0342, -7.4811], [-1.3257, -1.5650, 4.2947], [-0.4012, -1.1050, 3.1461], [0.6242, -0.1746, 3.5205], [1.4560, 0.2256, 2.6461], [0.7302, 0.3072, 4.8805], [-0.1819, -0.1935, 5.9950], [-1.1754, -1.2393, 5.7007], [-1.7685, -1.8384, 6.5802], [-0.1701, 0.4398, 7.2432], [-0.5868, -1.4766, 1.9167], [-2.1123, -2.1088, 4.0419], [1.4992, 1.0430, 5.2437], [0.5157, 1.0553, 7.2978], [-0.0294, -1.0631, 1.3182], [5.2747, 2.2780, -0.6357], [4.4381, 1.3470, 0.1898], [4.9500, 0.2449, 0.8803], [4.2595, -0.4505, 1.5681], [6.3639, 0.0316, 0.7575], [7.2054, 0.9258, -0.0796], [6.6146, 2.0500, -0.8227], [7.3385, 2.7929, -1.4333], [8.7015, 0.8809, -0.0875], [3.0295, 1.6023, 0.4235], [4.8923, 3.1531, -1.1264], [6.8928, -0.5714, 1.3220], [9.1649, 0.2067, 0.3891], [2.8298, 0.8116, 0.8635], [-4.8321, -1.7448, 2.5450], [-3.9166, -1.6767, 1.2335], [-3.3418, -2.9378, 0.8176], [-2.6798, -3.0842, -0.1617], [-3.5145, -4.1913, 1.6076], [-4.3294, -4.2307, 2.9237], [-5.0171, -2.9736, 3.3901], [-5.6373, -2.9142, 4.4092], [-4.5144, -5.2920, 3.6999], [-3.7190, -0.5542, 0.5632], [-5.3170, -0.8550, 2.8778], [-3.3232, -5.2424, 1.1541], [-4.0545, -6.0616, 3.2292], [-3.1057, -0.8130, -0.0597], [-1.4439, 3.6700, 5.4227], [-2.6547, 2.7436, 5.4320], [-2.9689, 2.0349, 4.2672], [-3.9974, 1.3557, 4.2716], [-2.2096, 2.3549, 3.0209], [-0.9311, 3.1030, 3.0771], [-0.5608, 3.9256, 4.2651], [0.3697, 4.6555, 4.3762], [0.1132, 2.8887, 2.2243], [-3.4035, 2.5845, 6.6424], [-1.1642, 4.3380, 6.3265], [-2.5061, 1.8198, 2.1511], [-0.0600, 2.5587, 1.4164], [-3.9512, 1.7960, 6.4108], [4.3908, -2.2007, -2.3903], [3.2851, -1.3229, -2.7532], [3.4797, -0.0333, -3.3585], [2.5439, 0.6534, -3.8229], [4.8308, 0.4428, -3.6019], [5.9626, -0.3189, -3.0974], [5.7814, -1.6038, -2.4451], [6.6810, -2.2822, -1.9273], [7.2895, 0.0640, -3.3254], [2.0127, -1.6854, -2.7602], [4.1810, -3.0433, -1.8642], [4.8002, 1.5240, -4.0515], [7.5132, 0.9175, -3.7427], [1.6787, -0.8517, -2.9233], [-2.5940, 4.3664, 0.4537], [-1.6136, 5.3081, -0.1528], [-1.6436, 5.5254, -1.2989], [-0.5186, 5.8409, 0.7415], [-2.2198, 3.3742, 0.6074], [-3.3655, 4.1297, -0.2999], [-2.9252, 4.7677, 1.4914], [-1.0290, 6.0614, 1.7249], [-0.0570, 6.7746, 0.3560], [0.1912, 4.9679, 1.0409], [2.3015, 3.6122, -2.0300], [1.3885, 4.5990, -2.8590], [1.5203, 5.7966, -2.7872], [0.3711, 3.9975, -3.7839], [1.7010, 2.8508, -1.4557], [2.7972, 4.1961, -1.2298], [3.1786, 3.1482, -2.4910], [0.8736, 3.3297, -4.4609], [0.0904, 4.6876, -4.4493], [-0.4848, 3.7271, -3.1309], [0.7920, -3.9272, -0.2203], [0.7168, -5.2880, -0.8659], [1.7237, -6.1070, -0.6768], [-0.3964, -5.5658, -1.8554], [-0.0894, -3.4529, -0.0503], [1.0878, -3.0517, -0.8729], [1.4488, -3.7590, 0.4830], [-1.3594, -5.3806, -1.3676], [-0.4496, -6.5153, -2.0245], [-0.3390, -4.8356, -2.7157]],
  "lowdin_charge": [-1.423, 0.180, 0.129, 0.236, 0.124, 0.099, -0.146, -0.406, 0.131, 0.108, -0.161, -0.452, 0.135, 0.078, 0.127, 0.157, 0.153, 0.091, 0.067, 0.131, -0.149, -0.330, 0.082, 0.092, -0.102, -0.392, 0.116, 0.088, 0.171, 0.040, 0.132, 0.070, 0.036, 0.092, -0.049, -0.416, 0.167, 0.118, -0.026, -0.471, 0.130, 0.036, 0.092, 0.105, 0.064, 0.082, 0.016, 0.141, -0.146, -0.426, 0.109, 0.090, -0.187, -0.400, 0.126, 0.086, 0.155, 0.081, 0.129, 0.160, 0.041, 0.113, -0.143, -0.388, 0.094, 0.101, -0.142, -0.406, 0.143, 0.112, 0.045, 0.143, 0.096, 0.015, 0.112, 0.142, -0.200, -0.348, 0.092, 0.088, -0.164, -0.336, 0.088, 0.056, 0.145, 0.082, 0.165, 0.132, 0.035, -0.025, -0.561, 0.101, -0.011, 0.037, 0.098, 0.117, 0.082, 0.093, 0.110, -0.014, -0.459, 0.057, -0.008, 0.080, 0.071, 0.050, 0.084, 0.027, 0.107, -0.002, -0.350, -0.031, -0.002, 0.024, 0.110, 0.031, 0.078, 0.004, 0.120],
  "relative_energy_kcal_mol": 0.0,
  "total_charge": -1,
  "homo_lumo_gap_ha": 0.224
}

***

4.
{
  "formula": "C26H35FeN5O",
  "method": "the ωB97M-V functional and the def2-TZVPD basis",
  "elements": ["Fe", "C", "C", "C", "N", "C", "C", "C", "C", "C", "C", "C", "N", "C", "C", "C", "N", "C", "C", "C", "C", "C", "C", "C", "N", "C", "C", "H", "H", "H", "H", "H", "H", "H", "H", "H", "H", "H", "H", "H", "H", "H", "H", "H", "H", "H", "H", "H", "H", "H", "H", "H", "H", "C", "N", "C", "C", "C", "O", "H", "H", "H", "H", "H", "H", "H", "H", "H"],
  "positions_angstrom": [[-0.5229, 1.2947, -0.9742], [0.7620, -2.2348, -3.1779], [-0.6753, -2.3515, -2.5938], [-0.8824, -1.7390, -1.2230], [-1.4473, -0.3743, -1.3541], [-2.8310, -0.2563, -1.3523], [-3.7360, -1.3364, -1.3696], [-5.1325, -1.3993, -1.1886], [-6.0295, -0.4379, -1.6781], [-5.7179, 0.8161, -2.1819], [-4.4895, 1.4943, -2.1557], [-3.3097, 1.1611, -1.4859], [-2.3106, 2.0103, -1.0212], [-2.7242, 3.1753, -0.2332], [-2.0887, 3.2102, 1.2026], [-0.5998, 3.4164, 1.2476], [0.2501, 2.5892, 0.3008], [1.6391, 2.6682, 0.2441], [2.3668, 3.3730, 1.1652], [3.7690, 3.4151, 1.2714], [4.7102, 3.0836, 0.3002], [4.5459, 2.6478, -1.0311], [3.4552, 1.9917, -1.4695], [2.2200, 1.8042, -0.7505], [1.4213, 0.8364, -1.2278], [2.0350, -0.4107, -1.8420], [1.3752, -0.7853, -3.1560], [0.7650, -2.6270, -4.2074], [1.4058, -2.9859, -2.6672], [-0.9094, -3.4298, -2.5907], [-1.3864, -1.9463, -3.2697], [0.0730, -1.6628, -0.6511], [-1.6272, -2.3528, -0.6543], [-3.2807, -2.3171, -1.4975], [-5.5928, -2.2975, -0.7485], [-7.0747, -0.7211, -1.7049], [-6.5836, 1.3994, -2.5350], [-4.5307, 2.4941, -2.6156], [-3.7957, 3.0464, -0.1278], [-2.4672, 4.1161, -0.7402], [-2.2921, 2.2835, 1.7868], [-2.5464, 4.0128, 1.8005], [-0.1981, 3.1540, 2.2203], [-0.3224, 4.4923, 1.0596], [1.7829, 3.9678, 1.9030], [4.1022, 3.8430, 2.1978], [5.7528, 3.2219, 0.6282], [5.4392, 2.7574, -1.6607], [3.4650, 1.5642, -2.4402], [1.9406, -1.1438, -1.0437], [3.1237, -0.2374, -1.9000], [2.1763, -0.7809, -3.9420], [0.5559, -0.1148, -3.4723], [0.7938, -3.4971, 4.5256], [1.9921, -3.4340, 3.6713], [2.4813, -4.7445, 3.2534], [2.2608, -2.3800, 2.7827], [1.6674, -1.0350, 3.1686], [2.9437, -2.5331, 1.7952], [1.0710, -4.0419, 5.4293], [-0.0619, -4.0511, 4.0277], [0.4004, -2.4880, 4.7715], [2.5178, -5.4620, 4.0846], [3.4440, -4.6060, 2.7366], [1.7467, -5.1315, 2.5403], [2.3156, -0.3149, 2.6599], [1.7865, -0.7612, 4.2496], [0.6134, -0.9179, 2.9107]],
  "lowdin_spin": [2.743, 0.001, 0.005, 0.006, 0.068, 0.060, 0.174, 0.208, 0.041, 0.212, 0.017, 0.206, 0.117, 0.016, 0.007, 0.000, -0.001, 0.000, 0.037, 0.002, 0.033, 0.005, 0.020, 0.004, -0.025, -0.001, 0.001, 0.000, 0.000, 0.001, 0.001, 0.001, 0.001, 0.011, 0.012, -0.002, 0.013, -0.001, 0.000, 0.004, 0.000, 0.001, -0.001, 0.001, 0.002, -0.001, 0.002, 0.000, 0.001, 0.000, -0.001, 0.000, 0.002, 0.000, 0.000, 0.000, 0.000, 0.000, 0.000, 0.000, 0.000, 0.000, 0.000, 0.000, 0.000, 0.000, 0.000, 0.000],
  "spin_multiplicity": 5,
  "homo_lumo_gap_ha": [0.163, 0.232]
}

***

What is the formula in the fourth record?
C26H35FeN5O